Record 1
C6H12I2NO2 | wB97M-V/def2-TZVPD

Calculated values
- Relative energy (zero: lowest compared OMol25 entry of this formula, charge and spin): 0.0 kcal per mole
- Net charge: +1
- Frontier orbital gap: 6.461 eV
- Multiplicity: 1
- Highest occupied orbital energy: -11.027 eV
- E_tot: -28193.0872 eV

```
23
Properties=species:S:1:pos:R:3:forces:R:3
C 0.2255 2.2029 -0.2495 1.07 -1.94 0.97
C -2.8948 3.2771 1.0404 1.76 -1.00 -0.58
C 0.8469 -4.7260 -0.7583 0.65 -2.16 0.60
C 1.9715 -3.0223 0.2093 1.62 0.92 4.60
C -1.8772 3.3196 -0.1414 -1.91 -1.00 -1.03
C 1.0216 1.1379 -0.0214 0.37 -1.19 -0.22
N 1.2531 -4.0103 0.4939 -0.71 -1.36 -3.38
O 0.7655 3.3139 -0.6419 0.34 2.76 -1.59
O -1.0423 2.1785 0.1395 0.81 -0.04 -0.74
I 3.1240 1.0937 -0.4625 -1.38 -0.01 0.29
I 0.0408 -0.5957 0.6463 0.44 0.14 -0.12
H -3.9215 3.1297 0.7676 -0.42 0.38 -0.29
H -2.5939 2.3726 1.6293 -0.34 1.07 -0.12
H -2.6716 4.1907 1.5380 -0.63 0.51 1.11
H 0.2311 -4.1396 -1.3454 -1.04 1.88 -1.08
H 1.7670 -4.9987 -1.3648 -1.22 0.06 1.06
H 0.1820 -5.5700 -0.5677 0.64 -0.27 0.36
H 2.0114 -2.6510 -0.7377 0.40 0.80 -2.54
H 2.6402 -2.6950 1.0162 -0.45 0.72 -0.52
H -1.1902 4.1877 -0.1084 -1.07 -0.24 -0.52
H -2.4678 3.0868 -1.1538 1.74 0.97 1.88
H 1.4689 3.2794 -1.3357 -0.76 -0.46 0.94
H 1.1097 -4.3617 1.4080 0.09 -0.54 0.92
```
Forces are in eV/Å.


Record 2
C6H12N | wB97M-V/def2-TZVPD

Calculated values
- Relative energy (zero: lowest compared OMol25 entry of this formula, charge and spin): 44.8 kcal per mole
- Net charge: +1
- SMILES: C=C[C@H](C)C(C)=[NH2+]
- Frontier orbital gap: 9.166 eV
- Multiplicity: 1
- Highest occupied orbital energy: -13.530 eV
- E_tot: -7898.1210 eV

```
19
Properties=species:S:1:pos:R:3:forces:R:3
C 2.1825 1.5081 -1.0448 -2.25 -3.07 1.04
C 0.9424 1.1637 -0.6367 -0.60 0.59 1.52
C 0.5068 -0.2137 0.0820 1.71 0.14 -1.02
C 0.2505 -1.2421 -1.1212 -1.36 1.55 -1.46
C -0.8237 -0.3077 0.9437 4.40 -1.76 -1.58
C -1.8629 0.6373 0.7427 0.98 1.99 -1.22
N -0.7989 -1.3576 1.7132 -4.07 1.67 2.06
H 2.4301 2.4182 -1.4344 0.13 2.42 -0.95
H 2.9686 0.7910 -1.1246 0.49 -0.55 0.41
H 0.1403 1.9473 -0.6530 0.80 -0.72 -0.10
H 1.4358 -0.4781 0.7522 -1.98 0.08 -1.15
H -0.6779 -1.7976 -1.0423 -0.24 -0.16 0.50
H 0.9555 -1.9705 -1.4591 1.16 -0.25 0.68
H 0.0716 -0.6526 -2.0818 0.26 -0.40 1.35
H -1.9320 0.9212 -0.3548 -0.16 -0.52 1.31
H -1.3725 1.5306 1.1980 -0.46 -0.04 -0.20
H -2.7693 0.4707 1.2356 -1.47 -0.38 0.51
H 0.0030 -1.9235 1.8975 0.57 -0.23 -0.13
H -1.6501 -1.4447 2.3878 2.09 -0.36 -1.58
```
Forces are in eV/Å.


Record 3
C6H12N | wB97M-V/def2-TZVPD

Calculated values
- Relative energy (zero: lowest compared OMol25 entry of this formula, charge and spin): 67.3 kcal per mole
- Net charge: +1
- SMILES: C[C@@H]1C=C[N+]1(C)C
- Frontier orbital gap: 12.152 eV
- Multiplicity: 1
- Highest occupied orbital energy: -15.076 eV
- E_tot: -7897.1423 eV

```
19
Properties=species:S:1:pos:R:3:forces:R:3
C -0.2586 -1.8493 -1.1024 1.18 -0.24 1.73
C -0.4527 -0.9688 0.0606 -2.31 0.18 3.55
C -1.8556 -0.1860 0.2403 1.67 -0.55 -1.49
C -1.2318 0.9626 0.1673 -0.19 0.84 -0.12
N 0.1410 0.4845 0.2181 1.00 -0.77 -1.01
C 0.7568 0.6732 1.5462 0.95 -1.69 -1.24
C 1.1266 1.0990 -0.7257 -0.73 -0.03 -0.69
H -0.9207 -1.5002 -1.7708 -1.57 1.05 -3.48
H -0.4893 -2.8934 -0.9650 -0.28 -0.23 0.82
H 0.7726 -1.8331 -1.3208 1.20 0.12 -1.10
H -0.1743 -1.4699 0.9982 0.03 0.09 -0.27
H -2.8991 -0.3221 0.0529 -0.37 -0.77 0.38
H -1.4894 1.9988 0.0096 0.02 0.12 0.31
H 1.7390 0.2285 1.5194 0.56 0.47 -0.08
H 0.6931 1.6759 1.7173 0.53 2.77 0.74
H 0.2799 0.1738 2.3116 -1.71 -1.10 1.35
H 2.0573 0.6185 -0.7284 1.53 -0.76 1.30
H 0.9885 0.9716 -1.7805 -1.61 0.24 -0.60
H 1.2169 2.1365 -0.4480 0.10 0.28 -0.09
```
Forces are in eV/Å.


Record 4
C6H12N | wB97M-V/def2-TZVPD

Calculated values
- Relative energy (zero: lowest compared OMol25 entry of this formula, charge and spin): 66.9 kcal per mole
- Net charge: +1
- SMILES: C[C@@]12CC[C@]1([NH3+])C2
- Frontier orbital gap: 10.552 eV
- Multiplicity: 1
- Highest occupied orbital energy: -14.263 eV
- E_tot: -7897.1594 eV

```
19
Properties=species:S:1:pos:R:3:forces:R:3
C 1.7378 0.8894 0.8323 -0.10 0.24 0.51
C 0.7853 0.1092 0.0162 0.09 -2.39 -0.48
C 0.6739 -1.5695 -0.0259 -1.51 5.05 3.10
C -0.8467 -1.4110 -0.1695 0.41 -0.77 -3.43
C -0.6640 0.0742 -0.1666 -1.60 1.20 -0.10
N -1.7981 1.0047 0.3885 -1.65 -1.67 -1.88
C 0.1581 0.4581 -1.3307 0.88 0.42 0.22
H 1.8986 1.8591 0.4418 0.13 1.11 -0.62
H 2.6612 0.3887 0.7708 1.40 -0.57 -0.15
H 1.5960 1.0470 1.9051 -0.73 -0.50 -0.07
H 0.7956 -1.8204 0.9866 0.86 -0.88 1.20
H 1.3148 -2.0021 -0.6717 1.63 -1.67 -2.31
H -1.0789 -1.6693 -1.2305 -0.69 -0.27 0.93
H -1.3718 -2.0346 0.5056 -0.85 0.01 0.85
H -2.6906 0.6170 -0.1244 1.79 0.66 1.81
H -1.9391 2.0248 0.3233 1.19 -0.26 -0.44
H -1.7321 0.7765 1.3647 -0.95 -0.13 0.76
H 0.1975 1.4725 -1.6584 -0.10 0.77 0.24
H 0.3028 -0.2142 -2.1572 -0.21 -0.37 -0.14
```
Forces are in eV/Å.


Record 5
C6H12N | wB97M-V/def2-TZVPD

Calculated values
- Relative energy (zero: lowest compared OMol25 entry of this formula, charge and spin): 57.2 kcal per mole
- Net charge: +1
- SMILES: C[C@@H]1C=C[C@@]1(C)[NH3+]
- Frontier orbital gap: 10.784 eV
- Multiplicity: 1
- Highest occupied orbital energy: -14.266 eV
- E_tot: -7897.5796 eV

```
19
Properties=species:S:1:pos:R:3:forces:R:3
C -0.2299 1.0319 1.8320 0.10 -0.03 1.52
C 0.4288 0.8183 0.5363 0.77 -0.85 0.95
C 0.0972 1.7268 -0.5298 0.07 4.46 -3.12
C -0.3793 0.8396 -1.3884 0.15 -1.61 -1.33
C -0.0243 -0.3219 -0.4365 0.01 0.91 0.53
C -0.9751 -1.3994 -0.1515 -0.80 -1.03 -0.05
N 1.1533 -1.2229 -0.8844 -0.93 1.35 -0.08
H 0.2756 1.6764 2.5431 0.95 0.06 -0.24
H -0.3380 0.1069 2.3605 -0.55 -0.57 0.34
H -1.1065 1.5858 1.7353 -2.17 0.21 -0.29
H 1.4553 0.7699 0.7894 1.60 -0.24 -0.24
H 0.2542 2.8708 -0.7766 -0.44 -2.39 1.20
H -0.7741 0.8247 -2.4472 0.44 0.19 1.46
H -1.3818 -1.7540 -1.0842 0.05 -0.53 -0.59
H -1.8440 -1.1845 0.3717 -1.53 1.14 1.20
H -0.5485 -2.2338 0.3967 0.12 -0.20 0.09
H 2.0312 -0.7274 -0.8313 0.45 0.14 -0.75
H 0.7396 -1.4021 -1.8119 1.52 -0.87 0.12
H 1.1663 -2.0049 -0.2233 0.17 -0.13 -0.74
```
Forces are in eV/Å.


Record 6
C6H12N | wB97M-V/def2-TZVPD

Calculated values
- Relative energy (zero: lowest compared OMol25 entry of this formula, charge and spin): 98.5 kcal per mole
- Net charge: +1
- Frontier orbital gap: 8.523 eV
- Multiplicity: 1
- Highest occupied orbital energy: -13.633 eV
- E_tot: -7895.7916 eV

```
19
Properties=species:S:1:pos:R:3:forces:R:3
C -0.2768 -0.6315 0.9458 2.04 -1.29 -0.22
C -0.3148 -1.7992 0.1768 2.59 3.08 1.28
C -1.5191 -0.1604 1.6895 0.45 0.71 -4.60
C -1.5708 0.2805 0.4697 0.73 -0.82 2.70
C 0.7015 -2.4525 -0.6105 -1.37 -0.96 -1.86
C -1.5033 1.1527 -0.6757 -1.89 -0.17 -0.98
N 2.0669 2.1760 -0.2543 0.11 -0.16 -0.89
H 0.6965 -0.1198 1.1514 -0.94 -0.29 -0.48
H -1.1534 -2.3186 0.3088 -3.83 -1.91 -0.10
H -1.7732 -0.1832 2.6790 -0.78 0.09 2.18
H 0.3793 -2.5126 -1.7442 0.10 -0.76 2.29
H 0.9012 -3.3941 -0.0597 -0.34 -0.15 -0.96
H 1.5958 -1.9698 -0.7070 2.39 1.68 0.30
H -2.0265 0.7297 -1.5722 1.20 0.10 0.47
H -0.5235 1.5905 -0.7774 0.52 -0.45 -0.47
H -2.1351 1.9724 -0.4490 -0.80 1.13 0.40
H 2.9016 2.3208 0.2892 0.64 -0.09 -0.25
H 1.3934 2.6520 0.3047 -0.83 0.62 0.12
H 2.1604 2.6670 -1.1649 0.00 -0.36 1.07
```
Forces are in eV/Å.


Q: relative energy (zero: lowest compared OMol25 entry of this formula, charge and spin) of number 1 (C6H12I2NO2)?
A: 0.0 kcal per mole


Q: The highest highest occupied orbital energy belongs to which entry?
A: C6H12I2NO2


Please write out number 3 again, unchanged.
C6H12N | wB97M-V/def2-TZVPD

Calculated values
- Relative energy (zero: lowest compared OMol25 entry of this formula, charge and spin): 67.3 kcal per mole
- Net charge: +1
- SMILES: C[C@@H]1C=C[N+]1(C)C
- Frontier orbital gap: 12.152 eV
- Multiplicity: 1
- Highest occupied orbital energy: -15.076 eV
- E_tot: -7897.1423 eV

```
19
Properties=species:S:1:pos:R:3:forces:R:3
C -0.2586 -1.8493 -1.1024 1.18 -0.24 1.73
C -0.4527 -0.9688 0.0606 -2.31 0.18 3.55
C -1.8556 -0.1860 0.2403 1.67 -0.55 -1.49
C -1.2318 0.9626 0.1673 -0.19 0.84 -0.12
N 0.1410 0.4845 0.2181 1.00 -0.77 -1.01
C 0.7568 0.6732 1.5462 0.95 -1.69 -1.24
C 1.1266 1.0990 -0.7257 -0.73 -0.03 -0.69
H -0.9207 -1.5002 -1.7708 -1.57 1.05 -3.48
H -0.4893 -2.8934 -0.9650 -0.28 -0.23 0.82
H 0.7726 -1.8331 -1.3208 1.20 0.12 -1.10
H -0.1743 -1.4699 0.9982 0.03 0.09 -0.27
H -2.8991 -0.3221 0.0529 -0.37 -0.77 0.38
H -1.4894 1.9988 0.0096 0.02 0.12 0.31
H 1.7390 0.2285 1.5194 0.56 0.47 -0.08
H 0.6931 1.6759 1.7173 0.53 2.77 0.74
H 0.2799 0.1738 2.3116 -1.71 -1.10 1.35
H 2.0573 0.6185 -0.7284 1.53 -0.76 1.30
H 0.9885 0.9716 -1.7805 -1.61 0.24 -0.60
H 1.2169 2.1365 -0.4480 0.10 0.28 -0.09
```
Forces are in eV/Å.